A cluster of 2 separate species, C2H10N2O2 in total. Source: the OMol25 dataset; level of theory: ωB97M-V/def2-TZVPD.

Each line ends with the natural charge from an NBO analysis.
CARTESIAN COORDINATES (ANGSTROEM)
N  -1.68703  1.31131  0.80587  -0.847
C  -1.15064  0.99827  -0.50880  0.088
O  -0.20704  1.97246  -0.91813  -0.721
H  -2.39301  0.62056  1.04959  0.362
H  -2.15581  2.21128  0.79501  0.344
H  -1.89078  0.87022  -1.30605  0.127
H  -0.57115  0.09224  -0.40777  0.181
H  -0.58956  2.85069  -0.80670  0.461
N  2.20109  -0.85175  0.14408  -0.855
C  1.09700  -1.71299  0.52145  0.097
O  0.30607  -2.04880  -0.62981  -0.732
H  1.81420  -0.13635  -0.47038  0.361
H  2.49884  -0.31366  0.95243  0.366
H  0.43036  -1.26538  1.26689  0.144
H  1.43096  -2.67529  0.91600  0.152
H  0.86650  -1.92280  -1.40368  0.471

Cartesian forces (eV/Å) of the 6 atoms listed first:
-0.2 0.0 -0.1
0.5 0.3 0.1
0.0 0.2 0.1
0.1 0.1 0.1
-0.1 0.0 0.0
-0.2 0.0 0.1

Output
Charge ... 0
Structure (SMILES) ... NCO.NCO
Energy relative to the best compared isomer or geometry (same formula, charge and spin) ... 103.3 kJ/mol

A structure of composition C45H46ClIN3O8PtS2Se at a distorted geometry. Source: the OMol25 dataset; level of theory: ωB97M-V/def2-TZVPD.

Each line ends with the Löwdin charge.
CARTESIAN COORDINATES (ANGSTROEM)
Pt  0.77129  1.40620  0.17038  0.888
C  -1.36010  3.47344  8.15260  -0.056
C  -0.85536  2.72316  6.94858  -0.274
C  -0.58568  3.38297  5.75648  -0.024
C  -0.14153  2.69268  4.63698  -0.033
C  0.03648  1.31977  4.71359  -0.262
C  -0.21940  0.64052  5.89871  -0.051
C  -0.66369  1.34398  7.00308  -0.043
S  0.52588  0.33702  3.31708  0.580
O  -0.67329  -0.21952  2.74997  -0.324
O  1.56873  -0.55863  3.74655  -0.281
N  1.10267  1.47327  2.28380  -0.311
C  2.40256  1.96789  2.61415  -0.186
C  3.53086  1.26053  1.72675  -0.663
O  4.65422  1.29459  2.18912  0.035
O  3.09818  0.80419  0.63696  -0.161
H  -1.08924  4.52737  8.10092  0.073
H  -0.95222  3.05918  9.07479  0.074
H  -2.44863  3.41462  8.21878  0.081
H  -0.72078  4.45607  5.69363  0.117
H  0.06663  3.22816  3.72004  0.101
H  -0.06287  -0.42900  5.94717  0.117
H  -0.86158  0.81505  7.92848  0.111
H  2.68069  1.81356  3.65497  0.116
H  2.47049  3.02388  2.33782  0.118
I  -6.14131  3.54396  1.80877  0.937
C  -4.06535  3.68355  1.46391  -0.585
C  -3.22665  2.45422  1.36985  -0.346
C  -1.74737  2.84027  1.37779  -0.175
C  -1.27508  4.22019  1.38364  -0.106
C  -2.15166  5.22457  1.34838  -0.006
C  -3.57905  4.93361  1.43923  -0.154
C  0.20914  4.40786  1.17742  -0.615
O  0.78785  5.32503  1.73499  0.056
O  0.77270  3.58541  0.34704  -0.173
H  -3.04557  0.37283  1.82617  0.100
H  -1.08646  2.11658  1.84766  0.072
H  -1.81297  6.25025  1.28497  0.118
H  -4.26089  5.76877  1.52443  0.075
C  1.31428  -0.41344  -5.97373  -0.095
C  0.11185  0.52990  -5.91085  -0.242
C  -1.13348  -0.06145  -5.24449  -0.181
C  -1.12520  -0.02373  -3.72249  -0.173
N  -0.05649  -0.83640  -3.14584  -0.005
C  1.07945  -0.38170  -2.57454  -0.648
Se  1.51345  1.41185  -2.26358  0.742
N  1.85292  -1.44002  -2.27565  0.001
C  3.17367  -1.37135  -1.63829  -0.143
C  4.28172  -1.13951  -2.65496  -0.172
C  4.58923  -2.34132  -3.54652  -0.255
C  5.30570  -3.46811  -2.80835  -0.107
C  1.19134  -2.60671  -2.62987  -0.156
C  1.53492  -3.94412  -2.48588  -0.003
C  0.61251  -4.87651  -2.92315  -0.076
C  -0.61599  -4.48899  -3.47784  -0.079
C  -0.95793  -3.15564  -3.61464  0.002
C  -0.02492  -2.22237  -3.18036  -0.146
H  2.07158  -0.02753  -6.65717  0.072
H  1.01614  -1.40230  -6.33095  0.077
H  1.79931  -0.54212  -5.00533  0.046
H  -0.15472  0.81505  -6.93142  0.102
H  0.39274  1.45103  -5.39254  0.096
H  -1.28066  -1.08650  -5.59971  0.102
H  -2.01647  0.50411  -5.55271  0.115
H  -2.06985  -0.37418  -3.30508  0.120
H  -0.97051  0.98934  -3.35626  0.068
H  3.29960  -2.31255  -1.10028  0.108
H  3.15536  -0.57432  -0.89459  0.070
H  5.17573  -0.84804  -2.09692  0.126
H  4.00131  -0.27660  -3.26388  0.095
H  5.20851  -2.01201  -4.38416  0.104
H  3.66042  -2.71898  -3.98693  0.094
H  6.26415  -3.12256  -2.41632  0.076
H  5.49719  -4.31818  -3.46462  0.070
H  4.72548  -3.83646  -1.95927  0.054
H  2.46714  -4.24659  -2.02963  0.109
H  0.83720  -5.92895  -2.81512  0.105
H  -1.31594  -5.24900  -3.79752  0.101
H  -1.91323  -2.85521  -4.02150  0.114
O  -6.87375  1.67754  -1.95521  0.084
C  -6.02638  0.74266  -1.44060  -0.501
O  -6.26751  -0.41961  -1.60800  0.112
C  -4.86900  1.31263  -0.66911  -0.170
C  -4.15841  2.41245  -1.38476  -0.053
C  -2.96313  2.91716  -1.05932  -0.068
C  -2.34253  2.29730  0.12648  -0.660
S  -1.48960  0.78751  -0.34545  0.704
C  -3.83475  1.12614  1.70474  -0.158
C  -4.71918  0.74195  0.54609  -0.050
H  -6.62529  2.54674  -1.60956  0.087
H  -4.61610  2.73829  -2.31356  0.110
H  -2.45417  3.64475  -1.68289  0.126
H  -4.42083  1.12683  2.62801  0.104
H  -5.39006  -0.09086  0.73616  0.125
Cl  3.05455  -7.21913  1.98552  0.630
C  2.35793  -5.67569  1.56948  -0.673
C  1.05705  -5.62547  1.07993  -0.118
C  0.50909  -4.40741  0.74240  -0.039
C  1.24749  -3.20771  0.88102  -0.292
C  0.72812  -1.97251  0.47932  0.068
C  2.56099  -3.29874  1.40645  -0.025
C  3.10958  -4.51746  1.74082  -0.104
H  0.49170  -6.54055  0.96646  0.101
H  -0.49912  -4.35727  0.34991  0.118
H  -0.28095  -1.86881  0.10260  0.058
H  1.32973  -1.07959  0.59909  0.025
H  3.12393  -2.38486  1.55824  0.125
H  4.11140  -4.58214  2.14302  0.105

Cartesian forces (eV/Å) of the 6 atoms listed first:
-0.2 -0.1 0.4
0.0 0.0 0.0
0.0 0.0 0.0
0.0 0.0 0.0
-0.1 -0.1 0.0
0.0 0.0 0.1

Output
<S²> ... 6.06
Charge ... -1
Spin multiplicity ... 5
Energy relative to the best compared isomer or geometry (same formula, charge and spin) ... 235.4 kJ/mol

A cluster of 3 separate species, C6H12O in total at a distorted geometry. Source: the OMol25 dataset; level of theory: ωB97M-V/def2-TZVPD.

Each line ends with the natural charge from an NBO analysis.
CARTESIAN COORDINATES (ANGSTROEM)
C  -0.53999  -0.38131  -0.00494  -0.061
C  0.38191  -0.23161  -2.30834  -0.127
C  -0.23371  0.81518  -0.63900  -0.362
C  0.48455  -1.28237  0.60912  -0.664
C  -1.18121  0.97000  1.57923  -0.255
C  -0.31161  1.40530  2.48362  -0.484
O  1.56783  -0.96090  -2.18908  -0.715
H  1.36358  -1.87282  -1.94880  0.466
H  -1.48771  -0.84891  -0.25586  0.211
H  -0.39580  -0.79943  -2.82602  0.155
H  0.60999  0.66149  -2.88855  0.168
H  -1.04433  1.41290  -1.03732  0.222
H  0.69352  1.32386  -0.39891  0.219
H  -2.24739  1.17791  1.68647  0.174
H  0.54105  -2.23646  0.07637  0.208
H  1.45857  -0.80018  0.69529  0.226
H  0.17285  -1.55945  1.61858  0.243
H  -0.59125  1.98540  3.36608  0.196
H  0.75912  1.22141  2.38207  0.181

Cartesian forces (eV/Å) of the 6 atoms listed first:
-2.1 1.5 5.0
-0.1 2.5 0.5
2.1 -1.8 -5.4
-0.1 -0.1 0.4
0.3 -2.1 0.0
0.0 -0.1 -0.4

Output
Charge ... 0
Energy relative to the best compared isomer or geometry (same formula, charge and spin) ... 584.8 kJ/mol

A cluster of 12 separate species, C28H36F4N8O12 in total at a distorted geometry. Source: the OMol25 dataset; level of theory: ωB97M-V/def2-TZVPD.

Each line ends with the Löwdin charge.
CARTESIAN COORDINATES (ANGSTROEM)
C  -1.64832  -4.58467  -2.27497  -0.046
C  -2.21101  -3.22088  -2.56207  -0.343
O  -2.61028  -3.35169  -3.91151  0.077
C  -1.95614  -4.39726  -4.55453  -0.420
O  -2.18742  -4.91848  -5.66181  0.131
O  -1.28683  -5.10624  -3.57787  0.054
F  -1.31202  -2.23290  -2.41170  0.077
H  -2.41839  -5.11519  -1.71491  0.140
H  -0.71920  -4.63728  -1.70744  0.141
H  -3.12700  -3.09406  -1.98504  0.157
C  3.63873  -2.29653  -2.21104  -0.046
C  2.25462  -1.77254  -2.54351  -0.328
O  2.44972  -0.40917  -2.72613  0.122
C  3.65773  -0.03757  -2.26122  -0.506
O  4.12508  1.05911  -2.11083  0.152
O  4.26694  -1.13741  -1.66571  0.053
F  1.44657  -1.97582  -1.49355  0.073
H  4.10962  -2.48327  -3.17618  0.147
H  3.54898  -3.14457  -1.53217  0.128
H  1.86239  -2.38395  -3.35617  0.176
C  -1.45488  1.42199  -0.00294  -0.100
C  -0.51609  0.52575  -0.81944  -0.380
O  0.19223  -0.18483  0.12287  0.144
C  -0.46491  -0.12386  1.26939  -0.440
O  -0.11917  -0.80501  2.26954  0.080
O  -1.49179  0.80899  1.22266  0.064
F  0.12250  1.36910  -1.56548  0.118
H  -2.44836  1.49346  -0.44565  0.129
H  -1.11880  2.45745  -0.05736  0.104
H  -1.13799  -0.12735  -1.43166  0.154
C  1.40673  -3.75713  1.59399  -0.043
C  2.20238  -3.11990  2.70216  -0.310
O  3.47594  -3.51517  2.31005  0.150
C  3.56667  -4.04350  1.08865  -0.569
O  4.59249  -4.41749  0.59627  0.171
O  2.34636  -4.04409  0.54399  0.069
F  1.76238  -3.76576  3.80956  0.069
H  0.67379  -3.02282  1.25980  0.119
H  0.88459  -4.64997  1.93793  0.148
H  2.04247  -2.04599  2.79833  0.150
C  -0.52992  -1.75429  5.27952  -0.076
C  -1.40484  -0.71983  5.75779  -0.292
N  -2.11367  0.12700  6.02784  0.155
H  0.30898  -1.26853  4.78113  0.071
H  -1.07749  -2.50933  4.71546  0.090
H  -0.08769  -2.12780  6.20313  0.089
C  1.75362  3.12407  -4.20064  -0.078
C  1.61083  1.82678  -4.85050  -0.248
N  1.51069  0.75466  -5.35992  0.124
H  0.95389  3.86278  -4.25407  0.080
H  2.64533  3.62444  -4.57825  0.084
H  1.85455  3.08691  -3.11596  0.068
C  -4.19035  -1.04995  2.79830  -0.035
C  -3.69408  -1.98468  1.75836  -0.272
N  -3.29180  -2.77575  1.03742  0.125
H  -5.27835  -1.03729  2.73355  0.088
H  -3.80514  -0.04634  2.61812  0.069
H  -3.70602  -1.42535  3.69974  0.075
C  3.08181  5.05259  1.36955  -0.071
C  1.90978  4.43207  0.84973  -0.268
N  0.99304  3.89595  0.42218  0.168
H  3.88903  4.32361  1.44077  0.062
H  2.91734  5.47383  2.36132  0.097
H  3.37350  5.78914  0.62085  0.090
C  -1.59409  5.40530  -0.78640  -0.112
C  -2.94746  5.19511  -0.88419  -0.340
N  -4.05892  5.04320  -0.88976  0.153
H  -1.31272  5.15770  0.23714  0.067
H  -1.20472  6.39730  -1.01535  0.094
H  -0.97717  4.81919  -1.46757  0.076
C  -3.30537  -0.46897  -4.45076  -0.067
C  -3.17627  0.81807  -3.85482  -0.277
N  -3.10360  1.78227  -3.25717  0.151
H  -2.35436  -0.81427  -4.85626  0.089
H  -3.99914  -0.56536  -5.28592  0.098
H  -3.58580  -1.17413  -3.66833  0.069
C  -2.51751  3.18267  4.02986  -0.056
C  -1.90803  3.19675  5.42147  -0.294
N  -1.50853  3.34809  6.50422  0.107
H  -2.23841  4.09486  3.50249  0.069
H  -3.57164  3.26950  4.29323  0.078
H  -2.13456  2.30183  3.51454  0.051
C  3.51988  0.46303  1.14840  -0.025
C  3.64432  1.53658  2.22780  -0.227
N  3.79224  2.34169  3.04549  0.126
H  4.41704  -0.15586  1.13455  0.089
H  3.50978  1.03534  0.22080  0.058
H  2.59173  -0.09809  1.25687  0.055

Cartesian forces (eV/Å) of the 6 atoms listed first:
1.3 -0.3 -0.1
-0.6 -1.5 -0.4
0.6 0.1 -1.5
-1.9 -3.9 -1.0
1.2 3.4 3.7
-0.6 0.7 -0.2

Output
E ... -76976.4872 eV
Charge ... 0
Structure (SMILES) ... O=C1OC[C@@H](F)O1.O=C1OC[C@@H](F)O1.O=C1OC[C@@H](F)O1.O=C1OC[C@@H](F)O1.CC#N.CC#N.CC#N.CC#N.CC#N.CC#N.CC#N.CC#N

- charge of number 2 (C45H46ClIN3O8PtS2Se)?
  -1